# 1
A single C2H5IN2 molecule at a distorted geometry, computed with wB97M-V/def2-TZVPD.

Geometry as XYZ:
```
10
Properties=species:S:1:pos:R:3:forces:R:3:lowdin_charge:R:1
C 0.4371 0.5338 0.1911 3.2 -2.8 2.6 -0.271
C 0.2863 -0.9928 -0.0311 -2.3 -0.3 -1.5 -0.652
N -0.9186 1.0830 0.0985 1.5 0.7 0.7 -0.218
N -1.8078 0.4730 -0.3769 -2.9 0.6 -0.6 0.070
I 1.6340 -2.0796 -1.4245 -0.7 0.9 1.0 0.619
H 0.8973 0.7478 1.2979 -1.1 -0.1 -2.8 0.160
H 1.1212 0.8515 -0.5954 -0.2 0.8 0.2 0.081
H 0.0598 -1.6509 0.8115 0.8 0.4 0.2 0.028
H -0.9132 2.0005 0.5807 -0.9 0.3 -0.3 0.140
H -0.7961 -0.9662 -0.5517 2.5 -0.5 0.5 0.043
```
Forces are in eV/Å.

Calculated values
Energy relative to the best compared isomer or geometry (same formula, charge and spin): 205.81 kJ/mol
Strongest force on any atom: 0.0967 hartree/bohr

***

# 2
A gas-phase ion, C4H9N2OS (charge +1) at a distorted geometry, computed with wB97M-V/def2-TZVPD.

Geometry as XYZ:
```
17
Properties=species:S:1:pos:R:3:forces:R:3:lowdin_charge:R:1
C -2.3164 -0.6801 0.2091 1.7 3.5 4.0 0.055
N -0.8268 -0.4623 -0.0339 -0.9 0.9 -1.1 -0.122
C -0.1817 0.6812 -0.0448 3.0 -2.6 -1.0 -0.299
O -0.6339 1.8356 0.1813 1.7 2.8 1.1 0.171
C 1.4800 0.5074 -0.4125 -4.9 -1.5 -1.9 -0.597
N 2.1367 1.5091 0.2370 -1.0 0.9 2.2 0.031
S 1.7341 -1.2206 0.0474 -0.4 -0.3 0.1 0.959
C -0.0281 -1.6278 -0.3496 1.3 -0.9 3.5 -0.373
H -2.6970 -1.5621 -0.2069 -0.1 -1.2 -0.7 0.068
H -2.2854 -0.7284 1.4391 -0.9 0.0 -3.2 0.173
H -2.8441 0.2609 -0.1436 0.5 -1.4 0.6 0.118
H 0.2287 2.4926 0.3689 -2.4 -2.0 -1.0 0.244
H 1.4748 0.5945 -1.5445 0.4 0.2 1.2 0.151
H 3.0702 1.4920 -0.0499 1.9 0.7 -0.2 0.090
H 2.0493 1.3480 1.2589 0.7 0.2 -0.7 0.132
H -0.3057 -2.4656 0.3685 0.2 1.0 -1.0 0.128
H -0.0547 -1.9743 -1.3245 -0.6 -0.3 -2.1 0.071
```
Forces are in eV/Å.

Calculated values
Energy relative to the best compared isomer or geometry (same formula, charge and spin): 214.89 kJ/mol
SMILES: C[N+]1=C(O)[C@@H](N)SC1
Strongest force on any atom: 0.1082 hartree/bohr
Charge: +1

***

# 3
A molecular structure, C16H18IrN4O6, computed with wB97M-V/def2-TZVPD.

Geometry as XYZ:
```
45
Properties=species:S:1:pos:R:3:forces:R:3:lowdin_charge:R:1
Ir -0.7764 0.0160 0.6725 0.4 0.1 -0.3 1.452
O 0.2263 2.2701 -3.1810 0.0 0.0 0.0 0.066
C 1.3905 1.6086 -3.3820 0.0 0.0 0.0 -0.255
C 2.1021 1.9347 -4.5350 0.0 0.0 0.0 -0.005
C 3.2926 1.3031 -4.8207 0.0 0.0 0.0 -0.060
C 3.8040 0.3294 -3.9630 0.0 0.0 0.0 -0.077
C 3.1099 0.0079 -2.8201 0.0 0.0 0.0 -0.028
C 1.8970 0.6375 -2.5018 0.0 0.0 0.0 -0.091
C 1.1970 0.2609 -1.2630 0.0 0.0 0.1 -0.388
O 0.0198 0.8392 -1.0227 -0.1 -0.6 -0.1 -0.217
N 1.7408 -0.6100 -0.4638 0.0 0.0 0.0 0.099
N 0.9502 -0.9160 0.6414 -0.1 0.3 0.1 -0.184
C 1.3002 -1.8877 1.4071 0.0 0.1 0.1 -0.037
C 0.5288 -2.3876 2.5127 -0.1 0.0 -0.1 -0.148
C 1.0316 -3.5407 3.1468 0.0 0.0 0.0 -0.037
C 0.3564 -4.1520 4.1728 0.0 0.0 0.0 -0.077
C -0.8631 -3.6135 4.5891 0.0 0.0 0.0 -0.057
C -1.3802 -2.4828 3.9964 0.0 0.0 0.1 -0.012
C -0.6998 -1.8315 2.9582 0.2 0.1 0.0 -0.340
O -1.2311 -0.7014 2.5011 -0.6 -0.1 -0.3 -0.248
H -0.1767 1.9033 -2.3766 0.0 0.0 0.0 0.061
H 1.6905 2.6900 -5.1905 0.0 0.0 0.0 0.123
H 3.8312 1.5671 -5.7215 0.0 0.0 0.0 0.112
H 4.7353 -0.1687 -4.1926 0.0 0.0 0.0 0.106
H 3.4910 -0.7391 -2.1385 0.0 0.0 0.0 0.109
H 2.2349 -2.3773 1.1507 0.0 0.0 0.0 0.145
H 1.9750 -3.9472 2.8018 0.0 0.0 0.0 0.117
H 0.7584 -5.0355 4.6472 0.0 0.0 0.0 0.109
H -1.4152 -4.0912 5.3884 0.0 0.0 0.0 0.114
H -2.3193 -2.0588 4.3262 0.0 0.0 0.0 0.119
C -4.1715 2.9973 -0.9052 0.0 0.0 0.0 0.028
O -2.9970 3.3510 -0.1246 0.0 0.0 0.1 0.034
C -2.2719 2.3688 0.3225 0.0 0.0 0.0 -0.552
O -2.5181 1.1676 0.1405 0.0 0.0 0.5 -0.023
N -1.1911 2.7921 1.0228 0.0 0.0 0.0 0.085
N -0.3068 1.8195 1.5372 0.1 -0.3 0.0 -0.015
H -4.6816 3.9371 -1.0769 0.0 0.0 0.0 0.106
H -4.7950 2.3110 -0.3399 0.0 0.0 0.0 0.104
H -3.8551 2.5503 -1.8438 0.0 0.0 0.0 0.107
H -1.0025 3.7719 1.1664 0.0 0.0 0.0 0.181
H -0.4191 1.7461 2.5503 0.1 -0.1 0.0 0.144
H 0.6555 2.0696 1.3131 0.0 0.1 -0.1 0.147
O -1.4513 -1.8198 -0.1439 0.0 0.2 -0.1 -0.051
H -1.4454 -1.8713 -1.1103 0.0 0.0 0.0 0.117
H -2.3510 -2.0183 0.1527 0.0 -0.1 0.0 0.116
```
Forces are in eV/Å.

Calculated values
Energy relative to the best compared isomer or geometry (same formula, charge and spin): 0.00 kJ/mol
Strongest force on any atom: 0.0138 hartree/bohr
Charge: +1